Formula: C18H56BF4N8O8
Source: the OMol25 dataset
Level of theory: the ωB97M-V functional and the def2-TZVPD basis

The geometry in XYZ format:
```
95
Properties=species:S:1:pos:R:3:forces:R:3
F -23.078 -8.648 -10.033 0.67 0.19 4.40
F -21.487 -9.124 -8.464 -3.21 -1.58 3.22
F -22.884 -10.830 -9.285 0.65 0.51 -0.34
F -23.707 -9.284 -7.890 0.47 0.34 -0.33
O -23.187 -7.658 -13.043 -0.54 0.68 -0.60
O -19.146 -6.863 -10.710 -0.04 -0.06 0.33
O -20.706 -3.762 -4.694 -0.19 -0.35 -0.39
O -21.745 -13.266 -8.940 0.30 -0.15 0.03
O -21.125 -12.204 -5.292 0.10 -0.77 -1.10
O -21.741 -4.197 -9.036 0.98 0.51 1.38
O -26.199 -9.658 -6.757 0.02 -0.01 -0.29
O -25.828 -7.563 -2.316 0.04 -0.07 -0.44
N -25.239 -10.523 -11.855 0.65 -0.53 0.31
N -23.853 -4.571 -7.042 -0.35 0.21 -0.69
N -24.863 -7.805 -4.359 1.02 0.19 -0.34
N -20.568 -6.894 -8.936 -0.40 -0.51 0.33
N -19.938 -8.862 -9.955 1.77 0.42 -1.69
N -17.701 -11.579 -3.984 -0.41 1.26 0.75
N -26.876 -8.819 -3.891 0.57 -0.07 -0.19
N -22.701 -5.765 -4.553 0.77 0.44 1.02
C -21.023 -3.515 -10.033 -0.80 0.51 -1.03
C -23.576 -5.432 -8.227 0.24 0.28 1.94
C -23.014 -4.649 -9.384 -0.69 -0.87 -1.37
C -20.615 -4.902 -5.538 1.09 -0.40 -0.53
C -18.842 -11.378 -4.896 1.02 -1.60 -0.96
C -20.261 -2.609 -5.341 -0.29 1.18 -0.12
C -21.671 -10.956 -5.589 -1.16 1.29 1.86
C -21.328 -7.334 -5.772 0.52 -0.33 -1.07
C -20.038 -12.175 -4.392 -0.99 1.17 -0.27
C -25.832 -8.042 -3.453 -0.62 0.32 0.65
C -22.034 -7.054 -12.539 1.64 -0.61 -0.57
C -18.345 -11.825 -6.275 -0.71 -0.08 -0.52
C -21.318 -6.100 -4.910 -0.02 0.10 -0.23
C -25.815 -8.185 -12.268 0.20 -0.04 1.52
C -24.872 -9.330 -12.606 0.38 0.57 -1.36
C -24.740 -6.374 -8.439 -0.02 -0.01 -0.35
C -19.854 -7.497 -9.917 0.95 0.48 -0.90
C -23.405 -8.925 -12.423 -0.55 0.95 0.29
B -22.754 -9.479 -8.946 -2.32 -0.37 1.00
H -23.252 -8.738 -11.352 -0.18 -0.95 -3.02
H -21.804 -6.059 -12.924 -0.92 0.23 -0.07
H -19.159 -11.939 -6.998 -0.12 0.10 0.18
H -24.806 -4.226 -7.118 0.08 0.16 0.08
H -24.644 -11.294 -12.158 -0.24 0.00 -0.28
H -23.239 -5.412 -5.354 0.38 -0.14 -0.09
H -19.532 -5.079 -5.653 -0.11 -0.41 -0.07
H -22.677 -9.650 -12.801 -0.14 -0.31 -0.18
H -21.659 -2.697 -10.400 -0.01 -0.19 -0.41
H -21.956 -7.053 -11.450 -0.19 0.04 -0.02
H -20.753 -4.208 -10.836 -0.03 0.11 -0.12
H -25.414 -7.225 -12.579 -0.26 -0.03 -0.50
H -17.673 -11.078 -6.693 0.23 -0.12 0.15
H -17.564 -12.558 -3.760 -0.15 -0.13 -0.31
H -20.120 -2.994 -9.718 0.02 -0.56 0.81
H -21.885 -7.183 -6.702 -0.33 0.03 0.47
H -25.481 -9.527 -7.401 0.05 -0.04 0.27
H -17.861 -12.804 -6.250 0.17 0.08 0.21
H -20.702 -9.341 -9.507 1.83 -0.20 -1.18
H -24.830 -8.183 -5.290 -0.48 -0.24 0.09
H -24.495 -7.021 -9.282 -0.34 -0.06 0.10
H -20.976 -2.233 -6.090 -0.19 -0.20 0.12
H -25.864 -8.101 -11.170 0.12 -0.06 0.01
H -21.173 -7.614 -12.938 0.19 -0.15 0.48
H -24.088 -7.180 -4.140 -0.17 -0.05 0.25
H -23.678 -3.836 -9.708 0.03 0.24 0.25
H -20.165 -1.840 -4.572 0.04 0.01 -0.06
H -20.969 -4.725 -6.565 -0.39 0.32 0.20
H -19.314 -2.650 -5.895 0.16 -0.64 0.35
H -26.762 -10.323 -7.163 -0.03 -0.01 0.02
H -20.347 -7.635 -6.159 0.14 0.14 0.38
H -22.764 -6.055 -7.836 0.05 -0.04 -0.63
H -24.889 -10.405 -10.900 -0.35 0.22 -0.03
H -27.708 -8.805 -3.338 -0.03 -0.23 0.02
H -22.679 -13.413 -9.104 -0.05 0.09 0.01
H -21.177 -7.541 -8.454 0.33 1.19 0.13
H -22.642 -10.960 -6.084 0.30 -0.88 -0.61
H -21.753 -8.189 -5.254 -0.14 0.12 0.15
H -17.958 -11.144 -3.099 0.32 -0.04 0.03
H -19.236 -9.310 -10.510 -0.09 0.08 -0.38
H -23.228 -3.770 -7.083 -0.08 0.03 0.14
H -21.996 -10.531 -4.617 0.34 0.34 -0.03
H -21.055 -10.188 -6.061 0.42 -0.47 -0.27
H -20.399 -11.647 -3.492 0.18 -0.34 0.29
H -20.721 -6.337 -4.022 -0.47 0.05 0.30
H -21.674 -12.305 -8.867 -0.16 -0.21 -0.04
H -24.865 -6.979 -7.542 0.16 -0.10 -0.05
H -26.852 -8.372 -12.537 0.09 0.03 -0.52
H -26.785 -9.299 -4.774 -0.37 0.13 0.01
H -20.639 -5.898 -8.806 0.06 -0.09 -0.43
H -22.954 -5.324 -10.250 0.15 -0.02 -0.03
H -19.116 -10.331 -5.020 0.21 0.14 0.61
H -25.718 -5.906 -8.586 0.19 0.32 -0.29
H -22.543 -4.950 -3.960 -0.78 -0.07 0.14
H -19.811 -13.215 -4.169 0.22 0.00 -0.01
H -24.963 -9.505 -13.686 -0.40 -0.43 0.06
```
Forces are in eV/Å.

Calculated values
E_LUMO, hartree: 0.0890
Energy, Ha: -2183.97042
Multiplicity: 1
Charge: -1
F_max, eV/A: 4.81
Energy relative to the best compared isomer or geometry (same formula, charge and spin), kJ/mol: 0.0
Gap between HOMO and LUMO, eV: 9.1032

Partial atomic charges computed with the Löwdin method, in multiples of e: 0.1266, 0.1029, 0.1411, 0.0857, -0.1923, -0.0250, -0.1808, -0.0666, -0.1759, -0.2338, -0.0601, -0.0193, 0.0434, 0.0441, 0.1665, 0.1917, 0.1712, 0.0249, 0.1389, 0.0433, -0.0883, -0.4004, -0.2039, -0.2030, -0.4343, -0.1375, -0.1254, -0.0570, -0.2076, -0.6910, -0.1277, -0.0578, -0.4044, -0.0586, -0.4366, -0.0316, -0.6663, -0.1900, -1.1798, 0.0266, 0.0849, 0.0707, 0.0812, 0.0709, 0.0430, 0.1327, 0.1328, 0.0881, 0.0578, 0.0897, 0.0707, 0.0760, 0.0639, 0.0892, 0.0447, 0.0170, 0.0764, 0.0018, 0.0680, 0.0640, 0.0832, 0.0679, 0.0922, 0.0544, 0.1346, 0.0856, 0.1069, 0.0877, 0.0465, 0.0899, 0.0917, 0.0579, 0.0882, 0.0246, 0.0414, 0.0918, 0.0684, 0.0652, 0.1027, 0.0721, 0.0947, 0.0650, 0.1229, 0.1411, 0.0049, 0.0685, 0.0704, 0.0503, 0.0800, 0.1217, 0.1273, 0.0866, 0.0799, 0.1271, 0.1312